No. 1
DFT (wB97M-V/def2-TZVPD) results for C18H33IrN2O3S5 as an isolated structure.

Positions of all 62 atoms, in Å:
Ir1 0.510 -0.161 0.383
C1 2.428 2.879 0.845
C2 2.723 2.307 -0.535
S1 2.823 0.508 -0.637
C3 4.071 0.113 0.626
C4 3.745 -1.130 1.444
S2 2.075 -1.285 2.121
C5 1.956 -0.136 3.511
C6 2.163 1.341 3.219
S3 1.176 1.978 1.820
H1 2.050 3.896 0.729
H2 3.318 2.952 1.466
H3 3.659 2.720 -0.914
H4 1.935 2.551 -1.243
H5 4.210 0.990 1.252
H6 5.005 -0.059 0.090
H7 4.442 -1.219 2.279
H8 3.854 -2.031 0.838
H9 2.665 -0.463 4.273
H10 0.952 -0.324 3.888
H11 3.208 1.576 3.031
H12 1.854 1.910 4.096
C7 -2.576 -0.298 4.340
O1 -2.957 -0.611 2.967
C8 -2.042 -0.596 2.052
O2 -0.842 -0.333 2.242
N1 -2.530 -0.891 0.825
N2 -1.625 -1.061 -0.229
H13 -3.489 -0.405 4.912
H14 -2.207 0.723 4.389
H15 -1.824 -1.006 4.678
H16 -3.494 -1.180 0.725
H17 -1.963 -0.561 -1.047
H18 -1.532 -2.046 -0.465
C9 -1.736 0.761 -3.645
C10 -1.707 2.147 -3.022
S4 -1.566 2.043 -1.240
O3 -0.137 1.441 -1.027
C11 -1.426 3.794 -0.801
C12 -2.720 4.315 -0.191
H19 -1.790 0.856 -4.729
H20 -2.615 0.195 -3.328
H21 -0.828 0.203 -3.409
H22 -2.639 2.692 -3.199
H23 -0.869 2.750 -3.377
H24 -1.143 4.338 -1.702
H25 -0.596 3.816 -0.093
H26 -3.547 4.281 -0.901
H27 -2.581 5.356 0.096
H28 -3.001 3.753 0.699
S5 1.328 -2.418 -0.875
C13 0.307 -3.511 -1.685
C14 0.618 -3.839 -3.037
C15 -0.144 -4.764 -3.707
C16 -1.191 -5.416 -3.046
C17 -1.502 -5.114 -1.708
C18 -0.774 -4.170 -1.033
H29 1.459 -3.356 -3.517
H30 0.078 -5.004 -4.738
H31 -1.755 -6.181 -3.564
H32 -2.303 -5.644 -1.210
H33 -0.966 -3.971 0.016

Properties
Energy above the lowest of the compared OMol25 structures with the same formula, charge and spin (kcal per mole): 1.12
Strongest force on any atom (eV/A): 0.57
2S+1: 6
Charge: +3
Gap between HOMO and LUMO (spin up / spin down) (eV): 8.964 / 5.969

List of natural (NBO) charges in e, atom by atom: atom 1 (Ir): 1.164, atom 2 (C): -0.543, atom 3 (C): -0.556, atom 4 (S): 0.400, atom 5 (C): -0.548, atom 6 (C): -0.566, atom 7 (S): 0.396, atom 8 (C): -0.561, atom 9 (C): -0.534, atom 10 (S): 0.357, atom 11 (H): 0.273, atom 12 (H): 0.250, atom 13 (H): 0.277, atom 14 (H): 0.269, atom 15 (H): 0.231, atom 16 (H): 0.282, atom 17 (H): 0.280, atom 18 (H): 0.270, atom 19 (H): 0.278, atom 20 (H): 0.269, atom 21 (H): 0.238, atom 22 (H): 0.279, atom 23 (C): -0.258, atom 24 (O): -0.448, atom 25 (C): 0.916, atom 26 (O): -0.723, atom 27 (N): -0.465, atom 28 (N): -0.652, atom 29 (H): 0.245, atom 30 (H): 0.204, atom 31 (H): 0.206, atom 32 (H): 0.435, atom 33 (H): 0.400, atom 34 (H): 0.406, atom 35 (C): -0.636, atom 36 (C): -0.578, atom 37 (S): 1.187, atom 38 (O): -1.033, atom 39 (C): -0.562, atom 40 (C): -0.628, atom 41 (H): 0.274, atom 42 (H): 0.216, atom 43 (H): 0.216, atom 44 (H): 0.266, atom 45 (H): 0.253, atom 46 (H): 0.254, atom 47 (H): 0.238, atom 48 (H): 0.236, atom 49 (H): 0.264, atom 50 (H): 0.224, atom 51 (S): 0.080, atom 52 (C): -0.198, atom 53 (C): -0.166, atom 54 (C): -0.139, atom 55 (C): -0.071, atom 56 (C): -0.171, atom 57 (C): -0.240, atom 58 (H): 0.250, atom 59 (H): 0.253, atom 60 (H): 0.256, atom 61 (H): 0.256, atom 62 (H): 0.227

=====

No. 2
DFT (wB97M-V/def2-TZVPD) results for a 5-piece molecular cluster, C18H33N5O6 overall.

Positions of all 62 atoms, in Å:
C1 2.645 3.941 -5.706
O1 2.650 3.892 -6.962
N1 2.294 2.924 -4.952
C2 1.893 3.231 -3.558
C3 2.175 1.555 -5.302
H1 2.836 4.821 -5.074
H2 0.822 3.029 -3.538
H3 1.882 4.269 -3.226
H4 2.550 2.650 -2.911
H5 2.343 1.385 -6.365
H6 2.849 1.081 -4.588
H7 1.211 1.047 -5.265
C4 -0.451 0.083 5.715
O2 0.480 0.228 6.512
N2 -1.557 -0.710 5.870
C5 -2.608 -0.723 4.831
C6 -1.645 -1.748 6.971
H8 -0.606 0.814 4.907
H9 -3.503 -0.410 5.370
H10 -2.763 -1.798 4.740
H11 -2.318 -0.167 3.940
H12 -1.409 -2.779 6.707
H13 -0.804 -1.645 7.657
H14 -2.613 -1.702 7.469
C7 -0.176 -0.363 1.452
O3 -0.386 -0.431 2.695
N3 -0.255 0.836 0.830
C8 0.359 0.969 -0.486
C9 -0.931 2.007 1.322
H15 0.258 -1.164 0.834
H16 -0.335 1.440 -1.182
H17 0.421 -0.028 -0.922
H18 1.308 1.499 -0.566
H19 -0.362 2.933 1.238
H20 -1.741 2.007 0.593
H21 -1.328 1.785 2.313
C10 -3.010 -2.239 0.209
O4 -2.367 -2.949 -0.500
N4 -3.472 -1.003 -0.179
C11 -4.155 -0.162 0.852
C12 -2.872 -0.265 -1.413
H22 -3.612 -2.556 1.075
H23 -4.305 -0.621 1.829
H24 -5.133 0.274 0.651
H25 -3.730 0.833 0.987
H26 -2.419 -0.909 -2.167
H27 -3.538 0.341 -2.026
H28 -2.137 0.490 -1.132
C13 3.206 -1.118 -3.049
C14 2.433 -2.234 -3.033
C15 2.011 -2.815 -1.801
C16 2.435 -2.183 -0.613
C17 3.222 -1.058 -0.652
C18 3.627 -0.486 -1.905
N5 1.979 -2.807 0.681
O5 2.609 -2.562 1.702
O6 1.066 -3.649 0.627
H29 3.438 -0.702 -4.018
H30 2.315 -2.539 -4.062
H31 1.463 -3.740 -1.701
H32 3.488 -0.474 0.217
H33 4.275 0.377 -1.938

Properties
Strongest force on any atom (eV/A): 4.41
2S+1: 2
Charge: +1
Gap between HOMO and LUMO (spin up / spin down) (eV): 7.923 / 2.855

List of natural (NBO) charges in e, atom by atom: atom 1 (C): 0.522, atom 2 (O): -0.623, atom 3 (N): -0.422, atom 4 (C): -0.422, atom 5 (C): -0.429, atom 6 (H): 0.117, atom 7 (H): 0.200, atom 8 (H): 0.224, atom 9 (H): 0.192, atom 10 (H): 0.257, atom 11 (H): 0.185, atom 12 (H): 0.201, atom 13 (C): 0.468, atom 14 (O): -0.326, atom 15 (N): -0.036, atom 16 (C): -0.446, atom 17 (C): -0.487, atom 18 (H): 0.182, atom 19 (H): 0.261, atom 20 (H): 0.266, atom 21 (H): 0.287, atom 22 (H): 0.283, atom 23 (H): 0.274, atom 24 (H): 0.259, atom 25 (C): 0.541, atom 26 (O): -0.727, atom 27 (N): -0.411, atom 28 (C): -0.422, atom 29 (C): -0.412, atom 30 (H): 0.157, atom 31 (H): 0.197, atom 32 (H): 0.226, atom 33 (H): 0.213, atom 34 (H): 0.222, atom 35 (H): 0.201, atom 36 (H): 0.217, atom 37 (C): 0.529, atom 38 (O): -0.574, atom 39 (N): -0.441, atom 40 (C): -0.433, atom 41 (C): -0.431, atom 42 (H): 0.104, atom 43 (H): 0.202, atom 44 (H): 0.214, atom 45 (H): 0.191, atom 46 (H): 0.246, atom 47 (H): 0.219, atom 48 (H): 0.177, atom 49 (C): -0.192, atom 50 (C): -0.203, atom 51 (C): -0.199, atom 52 (C): 0.078, atom 53 (C): -0.226, atom 54 (C): -0.208, atom 55 (N): 0.491, atom 56 (O): -0.357, atom 57 (O): -0.369, atom 58 (H): 0.218, atom 59 (H): 0.237, atom 60 (H): 0.263, atom 61 (H): 0.242, atom 62 (H): 0.228

=====

No. 3
DFT (wB97M-V/def2-TZVPD) results for C18H33O3S9Tl as an isolated structure.

Positions of all 64 atoms, in Å:
Tl1 -0.011 0.184 -0.054
C1 1.311 -3.546 -0.318
C2 2.398 -2.815 -1.087
S1 1.835 -1.467 -2.181
C3 0.905 -2.410 -3.464
C4 -0.232 -1.590 -4.042
S2 -1.477 -1.008 -2.841
C5 -2.196 -2.617 -2.325
C6 -3.194 -2.421 -1.203
S3 -2.458 -2.030 0.427
C7 -1.829 -3.697 0.907
C8 -0.575 -3.655 1.764
S4 0.809 -2.607 1.180
H1 1.688 -4.509 0.033
H2 0.426 -3.715 -0.931
H3 2.971 -3.514 -1.699
H4 3.071 -2.308 -0.394
H5 0.550 -3.337 -3.018
H6 1.606 -2.661 -4.262
H7 -0.756 -2.157 -4.813
H8 0.154 -0.670 -4.479
H9 -1.387 -3.276 -2.015
H10 -2.692 -3.047 -3.198
H11 -3.809 -3.312 -1.073
H12 -3.835 -1.568 -1.424
H13 -1.664 -4.259 -0.011
H14 -2.629 -4.182 1.470
H15 -0.188 -4.669 1.869
H16 -0.796 -3.252 2.752
C9 -3.606 1.566 0.041
O1 -2.434 1.683 -0.733
C10 -1.935 2.996 -0.838
C11 -1.426 3.563 0.497
O2 -0.654 2.566 1.120
C12 -0.398 2.772 2.490
C13 0.321 1.521 3.016
O3 -0.343 0.324 2.660
C14 -1.524 0.053 3.377
H17 -4.420 2.163 -0.389
H18 -3.453 1.866 1.082
H19 -3.874 0.512 0.026
H20 -2.699 3.675 -1.243
H21 -1.106 2.920 -1.542
H22 -2.280 3.834 1.138
H23 -0.823 4.464 0.320
H24 -1.349 2.940 3.026
H25 0.242 3.651 2.642
H26 0.450 1.594 4.105
H27 1.299 1.441 2.531
H28 -1.299 -0.190 4.422
H29 -1.985 -0.804 2.891
H30 -2.228 0.891 3.358
C15 3.484 3.793 2.129
S5 2.472 3.925 0.613
C16 3.458 2.978 -0.486
C17 3.602 1.630 -0.429
S6 2.956 0.558 0.711
S7 4.722 0.978 -1.651
C18 5.187 2.486 -2.389
S8 6.296 2.604 -3.587
S9 4.357 3.857 -1.718
H31 2.945 4.317 2.912
H32 4.454 4.252 1.960
H33 3.595 2.739 2.367

Properties
Energy above the lowest of the compared OMol25 structures with the same formula, charge and spin (kcal per mole): 4.33
Strongest force on any atom (eV/A): 1.02
Charge: 0
Gap between HOMO and LUMO (eV): 6.355

List of natural (NBO) charges in e, atom by atom: atom 1 (Tl): 0.555, atom 2 (C): -0.524, atom 3 (C): -0.544, atom 4 (S): 0.225, atom 5 (C): -0.535, atom 6 (C): -0.533, atom 7 (S): 0.223, atom 8 (C): -0.532, atom 9 (C): -0.523, atom 10 (S): 0.183, atom 11 (C): -0.524, atom 12 (C): -0.537, atom 13 (S): 0.225, atom 14 (H): 0.221, atom 15 (H): 0.200, atom 16 (H): 0.226, atom 17 (H): 0.271, atom 18 (H): 0.205, atom 19 (H): 0.228, atom 20 (H): 0.224, atom 21 (H): 0.239, atom 22 (H): 0.204, atom 23 (H): 0.222, atom 24 (H): 0.228, atom 25 (H): 0.238, atom 26 (H): 0.213, atom 27 (H): 0.227, atom 28 (H): 0.229, atom 29 (H): 0.233, atom 30 (C): -0.243, atom 31 (O): -0.541, atom 32 (C): -0.078, atom 33 (C): -0.088, atom 34 (O): -0.567, atom 35 (C): -0.082, atom 36 (C): -0.106, atom 37 (O): -0.564, atom 38 (C): -0.242, atom 39 (H): 0.173, atom 40 (H): 0.169, atom 41 (H): 0.191, atom 42 (H): 0.177, atom 43 (H): 0.206, atom 44 (H): 0.167, atom 45 (H): 0.197, atom 46 (H): 0.163, atom 47 (H): 0.190, atom 48 (H): 0.177, atom 49 (H): 0.247, atom 50 (H): 0.175, atom 51 (H): 0.194, atom 52 (H): 0.170, atom 53 (C): -0.732, atom 54 (S): 0.240, atom 55 (C): -0.504, atom 56 (C): -0.336, atom 57 (S): -0.422, atom 58 (S): 0.447, atom 59 (C): -0.568, atom 60 (S): -0.097, atom 61 (S): 0.449, atom 62 (H): 0.213, atom 63 (H): 0.221, atom 64 (H): 0.237